Molecular formula: C13H23Cl2NORe
Method: DFT, the ωB97M-V functional and the def2-TZVPD basis

The HOMO energy (alpha / beta) is -6.94 / -7.69 eV. As for the energy above the lowest of the compared OMol25 structures with the same formula, charge and spin: 0.000 eV. For the HOMO-LUMO gap (alpha / beta), the calculation gives 6.98 / 7.95 eV. As for the multiplicity: 4. As for the total energy: -44564.6236 eV. For the LUMO energy (alpha / beta), the calculation gives 0.0 / 0.3 eV.

XYZ file:
```
41
C13H23Cl2NORe, DFT the ωB97M-V functional and the def2-TZVPD basis
Re -0.395 0.634 0.037
Cl 0.212 2.474 -1.109
Cl -0.192 1.455 2.209
C 1.168 -0.730 -0.664
H 2.173 -0.938 -0.937
H 1.398 -0.470 0.472
C -1.162 -0.263 -1.728
C 0.282 -1.100 -1.725
H -1.978 -0.978 -1.474
C 0.959 -0.920 -3.121
H 0.003 -2.138 -1.675
C 0.721 0.454 -3.751
H 2.016 -1.114 -3.079
H 0.468 -1.648 -3.735
C -0.721 0.818 -4.046
H 1.120 1.260 -3.130
H 1.252 0.489 -4.705
C -1.696 0.591 -2.892
H -0.805 1.862 -4.372
H -1.070 0.259 -4.912
H -2.014 1.589 -2.559
H -2.626 0.136 -3.275
O -1.455 -0.949 0.885
C -1.420 -1.759 1.886
C -0.162 -2.447 2.334
C 0.266 -1.963 3.714
C -0.485 -2.658 4.851
C -1.972 -2.337 4.887
C -2.744 -2.827 3.670
N -2.578 -1.949 2.527
H -0.388 -3.526 2.361
H 0.611 -2.277 1.564
H 1.329 -2.196 3.839
H 0.171 -0.867 3.772
H -0.349 -3.750 4.767
H -0.047 -2.324 5.800
H -2.405 -2.809 5.776
H -2.137 -1.258 4.995
H -2.445 -3.846 3.388
H -3.812 -2.844 3.901
H -3.404 -1.586 2.057
```

***

Molecular formula: C13H23Cl3IrNO4P2
Method: DFT, the ωB97M-V functional and the def2-TZVPD basis

The HOMO energy (alpha / beta) is -18.46 / -18.95 eV. As for the charge: +3. As for the energy above the lowest of the compared OMol25 structures with the same formula, charge and spin: 0.000 eV. For the HOMO-LUMO gap (alpha / beta), the calculation gives 8.38 / 4.10 eV. As for the multiplicity: 6. As for the total energy: -82484.4273 eV. For the LUMO energy (alpha / beta), the calculation gives -10.1 / -14.9 eV.

XYZ file:
```
47
C13H23Cl3IrNO4P2, DFT the ωB97M-V functional and the def2-TZVPD basis
Ir -0.810 0.504 0.331
P 0.574 -0.261 1.872
C 0.801 -2.027 1.362
C -0.082 -2.337 0.185
N -0.710 -1.343 -0.482
C -1.256 -1.505 -1.721
C -1.556 -2.780 -2.135
C -1.085 -3.841 -1.386
C -0.336 -3.632 -0.231
C -1.548 -0.268 -2.503
P -0.461 1.123 -1.897
H 0.111 -4.436 0.336
H -2.126 -2.890 -3.058
H -1.293 -4.851 -1.703
H -1.364 -0.428 -3.568
H -2.587 0.079 -2.394
H 1.849 -2.174 1.143
H 0.518 -2.653 2.232
H 3.467 -1.374 -0.603
O 3.794 -2.283 -0.542
H 4.369 -2.303 0.238
H 2.099 1.260 -0.231
O 2.914 1.023 -0.674
H 3.417 1.872 -0.692
C 1.016 1.013 -2.972
H 0.738 0.768 -4.009
H 1.538 1.984 -2.984
H 1.704 0.232 -2.617
C -1.327 2.625 -2.493
H -0.652 3.480 -2.369
H -1.614 2.533 -3.550
H -2.225 2.784 -1.886
C -0.523 -0.554 3.307
H -0.109 -1.381 3.887
H -0.606 0.349 3.913
H -1.518 -0.835 2.951
C 2.129 0.348 2.569
H 1.938 1.244 3.173
H 2.586 -0.423 3.204
H 2.865 0.590 1.794
Cl -2.768 4.672 2.833
C -1.741 3.438 2.119
Cl -0.992 4.115 0.622
Cl -0.386 3.048 3.260
C -2.695 2.128 1.873
O -3.498 1.903 2.761
O -2.560 1.467 0.738
```